[1]
# C23H19N2O2PPtS2Se2

C23H19N2O2PPtS2Se2 as an isolated structure (the ωB97M-V functional and the def2-TZVPD basis, the Open Molecules 2025 dataset).

Each line ends with the Mulliken spin population.
Positions of all 52 atoms, in Å:
Pt1 -0.39 1.03 1.33  1.111
Se1 1.63 -0.37 -0.04  0.402
P1 1.89 -0.34 2.11  -0.046
Se2 0.00 -0.48 3.23  0.100
C1 2.92 -1.76 2.61  -0.010
C2 4.18 -1.62 3.20  0.005
C3 4.89 -2.75 3.57  0.002
C4 4.36 -4.01 3.34  0.002
C5 3.11 -4.15 2.74  0.000
C6 2.40 -3.02 2.37  0.013
C7 2.77 1.16 2.64  0.021
C8 2.98 1.38 4.00  0.008
C9 3.64 2.52 4.42  0.000
C10 4.05 3.47 3.49  0.003
C11 3.81 3.27 2.14  -0.003
C12 3.18 2.11 1.71  0.007
H1 4.60 -0.64 3.36  -0.001
H2 5.86 -2.65 4.03  0.000
H3 4.92 -4.89 3.62  0.000
H4 2.70 -5.13 2.56  0.000
H5 1.43 -3.11 1.90  -0.004
H6 2.61 0.66 4.72  0.001
H7 3.81 2.68 5.48  0.000
H8 4.55 4.37 3.82  0.000
H9 4.12 4.01 1.41  0.000
H10 3.00 1.94 0.65  0.006
S1 -2.00 -0.38 -0.11  0.193
C13 -2.64 1.16 0.17  -0.008
N1 -2.87 2.06 -0.77  0.012
C14 -3.54 3.29 -0.38  0.000
C15 -3.48 3.38 1.14  0.002
S2 -3.31 1.66 1.72  0.058
H11 -2.27 2.07 -1.60  0.003
H12 -4.57 3.25 -0.73  0.002
H13 -3.05 4.15 -0.85  0.001
H14 -4.39 3.80 1.56  0.000
H15 -2.62 3.95 1.50  0.000
O1 0.25 3.51 2.45  0.040
C16 0.19 3.82 1.27  -0.029
N2 -0.09 2.92 0.27  0.127
C17 -0.15 3.56 -0.94  0.000
O2 -0.42 3.07 -2.02  0.000
C18 0.20 5.00 -0.70  -0.003
C19 0.28 6.06 -1.58  0.000
C20 0.55 7.32 -1.04  0.000
C21 0.72 7.49 0.32  0.000
C22 0.64 6.41 1.20  0.007
C23 0.38 5.17 0.66  -0.022
H16 0.14 5.92 -2.64  0.000
H17 0.62 8.18 -1.70  0.000
H18 0.90 8.48 0.72  0.000
H19 0.78 6.54 2.27  0.000

The charge is 0. Its spin multiplicity is 3. The orbital gap (alpha / beta) is 7.4 / 6.6 eV. Its expectation value of S² is 2.01.



[2]
# C8H12N6O

One molecule with the formula C8H12N6O (the ωB97M-V functional and the def2-TZVPD basis, the Open Molecules 2025 dataset).

Each line ends with the Mulliken charge.
Positions of all 27 atoms, in Å:
C1 2.48 -1.96 1.42  -0.772
C2 1.59 -2.18 0.13  -0.770
N1 0.38 -1.16 -0.10  -0.226
C3 0.68 0.04 -0.68  0.548
N2 1.91 0.48 -0.68  -0.503
C4 2.00 1.85 -0.85  0.712
N3 3.22 2.40 -1.03  -0.553
O1 2.75 3.71 -1.35  -0.028
N4 1.50 3.94 -1.40  -0.436
C5 0.92 2.77 -1.10  0.289
N5 -0.38 2.25 -0.99  -0.687
C6 -0.50 0.94 -0.75  0.240
N6 -1.81 0.50 -0.65  -0.227
C7 -2.37 0.26 0.69  -0.619
C8 -3.77 -0.55 0.57  -0.878
H1 1.65 -2.11 2.19  0.223
H2 3.20 -2.86 1.45  0.272
H3 3.04 -0.98 1.32  0.273
H4 1.05 -3.14 0.12  0.437
H5 2.00 -2.31 -0.88  0.402
H6 -0.63 -1.71 -0.06  0.334
H7 -2.44 0.99 -1.37  0.375
H8 -2.60 1.21 1.10  0.389
H9 -1.76 -0.37 1.18  0.383
H10 -4.33 -0.45 1.57  0.320
H11 -3.48 -1.61 0.39  0.249
H12 -4.33 0.06 -0.23  0.253

The charge is 0. Its SMILES is CCNc1nc2nonc2nc1NCC. The orbital gap is 8.4 eV. The energy above the lowest of the compared OMol25 structures with the same formula, charge and spin comes out at 153.14 kcal per mole.



[3]
# C64H56CaNO3P2SSb

C64H56CaNO3P2SSb as an isolated structure (the ωB97M-V functional and the def2-TZVPD basis, the Open Molecules 2025 dataset).

Each line ends with the Mulliken charge.
Positions of all 129 atoms, in Å:
Ca1 -1.80 0.11 1.69  1.332
O1 -1.92 -0.13 4.15  -0.844
C1 -0.81 -0.67 3.96  0.412
O2 -0.52 -1.24 2.86  -0.979
C2 0.32 -0.61 4.92  0.565
C3 0.06 -0.76 6.28  -0.333
C4 1.10 -0.79 7.19  -0.684
C5 2.40 -0.64 6.74  -0.765
C6 2.66 -0.44 5.39  -0.635
C7 1.63 -0.43 4.46  -0.113
P1 1.98 -0.08 2.66  1.931
C8 2.60 -1.69 2.07  0.180
C9 3.48 -1.76 0.98  -0.456
C10 3.92 -2.98 0.51  -0.904
C11 3.47 -4.16 1.09  -0.609
C12 2.57 -4.11 2.14  -0.901
C13 2.14 -2.88 2.63  -0.572
C14 3.51 0.92 2.83  -0.101
C15 3.30 2.28 3.02  -0.433
C16 4.36 3.16 3.17  -0.608
C17 5.66 2.68 3.12  -0.599
C18 5.89 1.32 2.93  -0.830
C19 4.82 0.45 2.79  0.121
H1 -0.97 -0.87 6.59  0.495
H2 0.89 -0.93 8.25  0.397
H3 3.22 -0.66 7.45  0.441
H4 3.68 -0.29 5.07  0.427
H5 3.83 -0.85 0.50  0.834
H6 4.63 -3.02 -0.31  0.394
H7 3.80 -5.12 0.71  0.442
H8 2.19 -5.01 2.59  0.428
H9 1.44 -2.84 3.45  0.348
H10 2.29 2.67 3.05  0.192
H11 4.17 4.21 3.33  0.456
H12 6.50 3.36 3.23  0.393
H13 6.90 0.94 2.89  0.453
H14 5.02 -0.61 2.66  0.533
C20 -5.58 1.41 2.44  -1.316
C21 -6.22 1.98 1.20  0.676
C22 -7.41 2.69 1.31  -0.940
C23 -8.04 3.22 0.20  -0.796
C24 -7.49 3.03 -1.06  -0.817
C25 -6.31 2.32 -1.18  -0.427
C26 -5.66 1.79 -0.06  0.080
P2 -4.11 0.85 -0.23  1.695
C27 -3.46 1.34 -1.86  0.636
C28 -3.29 0.39 -2.87  -1.142
C29 -2.64 0.70 -4.05  -0.555
C30 -2.15 1.98 -4.24  -0.912
C31 -2.32 2.94 -3.25  -0.656
C32 -2.97 2.64 -2.06  1.247
C33 -3.14 3.71 -1.02  -1.657
C34 -4.67 -0.87 -0.37  0.260
C35 -6.02 -1.21 -0.43  -1.022
C36 -6.45 -2.51 -0.26  -0.848
C37 -5.49 -3.49 -0.01  -0.614
C38 -4.15 -3.18 0.01  -0.955
C39 -3.67 -1.87 -0.20  1.729
C40 -2.26 -1.55 -0.19  -1.729
H15 -6.17 1.65 3.33  0.483
H16 -4.57 1.81 2.59  0.053
H17 -5.50 0.32 2.39  0.290
H18 -7.84 2.83 2.30  0.386
H19 -8.97 3.77 0.31  0.378
H20 -7.97 3.43 -1.94  0.448
H21 -5.87 2.16 -2.16  0.507
H22 -3.67 -0.61 -2.70  0.412
H23 -2.50 -0.05 -4.81  0.556
H24 -1.62 2.24 -5.15  0.384
H25 -1.94 3.95 -3.40  0.441
H26 -2.48 4.55 -1.21  0.474
H27 -2.93 3.33 -0.01  0.088
H28 -4.17 4.09 -0.99  0.338
H29 -6.76 -0.42 -0.57  0.374
H30 -7.50 -2.76 -0.30  0.427
H31 -5.80 -4.52 0.15  0.378
H32 -3.42 -3.97 0.18  0.478
H33 -1.97 -0.91 -1.03  0.103
H34 -1.61 -2.42 -0.14  -0.150
O3 -0.83 1.51 0.04  2.331
C41 0.14 2.50 0.32  -1.063
C42 -0.27 3.18 1.60  0.321
C43 0.25 4.43 1.93  -0.978
C44 -0.11 5.00 3.14  -0.397
C45 -0.97 4.32 3.98  -1.002
C46 -1.45 3.09 3.56  -0.790
N1 -1.12 2.52 2.40  1.152
H35 -0.57 1.01 -0.75  -1.365
H36 0.19 3.23 -0.50  0.351
H37 1.13 2.05 0.45  0.326
H38 0.92 4.92 1.25  0.524
H39 0.29 5.97 3.43  0.454
H40 -1.28 4.72 4.93  0.453
H41 -2.11 2.50 4.19  0.448
S1 0.91 -0.17 -1.56  -0.726
Sb1 2.32 -1.28 -2.87  1.405
C47 2.16 -3.31 -2.46  0.264
C48 3.01 -4.28 -2.99  -0.338
C49 2.84 -5.61 -2.65  -0.759
C50 1.81 -5.97 -1.79  -0.646
C51 0.96 -5.01 -1.27  -0.448
C52 1.13 -3.68 -1.60  0.139
C53 4.32 -0.66 -2.74  0.889
C54 4.54 0.71 -2.66  -0.666
C55 5.83 1.19 -2.50  -0.687
C56 6.90 0.31 -2.40  -0.540
C57 6.68 -1.05 -2.47  -0.548
C58 5.39 -1.54 -2.64  -0.392
C59 1.85 -1.03 -4.89  0.630
C60 2.74 -0.44 -5.78  -0.436
C61 2.35 -0.20 -7.09  -0.647
C62 1.08 -0.56 -7.52  -0.554
C63 0.19 -1.15 -6.63  -0.573
C64 0.57 -1.38 -5.32  -0.655
H42 3.80 -4.01 -3.69  0.466
H43 3.49 -6.37 -3.06  0.407
H44 1.67 -7.01 -1.53  0.402
H45 0.16 -5.30 -0.60  0.526
H46 0.49 -2.92 -1.16  -0.339
H47 3.71 1.41 -2.69  0.465
H48 6.00 2.26 -2.43  0.409
H49 7.90 0.69 -2.26  0.403
H50 7.51 -1.75 -2.39  0.426
H51 5.23 -2.61 -2.69  0.161
H52 3.73 -0.16 -5.46  0.409
H53 3.04 0.26 -7.79  0.407
H54 0.78 -0.38 -8.54  0.390
H55 -0.80 -1.43 -6.96  0.408
H56 -0.14 -1.83 -4.63  0.389

The charge is 0. The orbital gap is 6.3 eV. The energy above the lowest of the compared OMol25 structures with the same formula, charge and spin comes out at 10.50 kcal per mole.



[4]
# C10H16

A 2-piece molecular cluster, C10H16 overall (the ωB97M-V functional and the def2-TZVPD basis, the Open Molecules 2025 dataset).

Each line ends with the Mulliken charge.
Positions of all 26 atoms, in Å:
C1 2.78 -0.02 -0.08  -1.551
C2 1.72 -0.96 0.50  0.897
C3 0.97 -0.56 1.63  -0.564
C4 -0.07 -1.33 1.99  -0.295
C5 -0.57 -2.45 1.19  -0.637
C6 0.25 -2.84 0.20  -0.244
C7 1.41 -2.14 -0.14  -0.453
H1 3.30 0.63 0.60  0.402
H2 2.35 0.72 -0.63  0.361
H3 3.58 -0.56 -0.55  0.385
H4 1.04 0.23 2.25  0.494
H5 -0.48 -1.09 3.00  0.299
H6 -1.57 -2.75 1.49  0.421
H7 0.08 -3.90 -0.42  0.130
H8 2.08 -2.59 -0.86  0.387
C8 -0.58 2.32 -0.31  -0.753
C9 -2.08 2.00 -0.58  -0.232
C10 -2.16 1.05 -1.76  -0.947
H9 0.21 1.44 -0.16  -0.042
H10 -0.58 3.12 0.49  0.322
H11 -0.06 2.74 -1.23  0.328
H12 -2.60 1.46 0.19  0.269
H13 -2.61 3.05 -0.66  0.266
H14 -1.47 1.44 -2.56  0.254
H15 -1.80 -0.03 -1.39  0.171
H16 -3.15 1.02 -2.20  0.335

The charge is 0. Its SMILES is Cc1ccccc1.CCC. The orbital gap is 10.0 eV. The energy above the lowest of the compared OMol25 structures with the same formula, charge and spin comes out at 54.60 kcal per mole.



[5]
# C19H25N7O2S

One molecule with the formula C19H25N7O2S (the ωB97M-V functional and the def2-TZVPD basis, the Open Molecules 2025 dataset).

Each line ends with the Mulliken charge.
Positions of all 54 atoms, in Å:
C1 2.94 -4.73 2.57  -1.336
C2 2.28 -4.29 1.17  1.101
C3 1.99 -5.40 0.33  -0.697
C4 1.39 -4.93 -0.89  -0.154
N1 1.27 -3.68 -1.39  -0.378
C5 1.82 -2.77 -0.31  0.292
S1 1.87 -1.06 -0.67  -0.239
C6 0.64 -1.04 -1.79  -0.124
C7 -0.77 -1.14 -1.43  -1.430
N2 -1.19 -0.37 -0.47  0.216
C8 -1.24 1.00 -0.30  0.380
N3 -1.86 1.86 -1.27  0.048
C9 -2.22 3.11 -0.99  -0.918
C10 -0.86 4.05 -1.00  -0.978
C11 -0.15 4.09 -2.29  0.726
C12 1.02 5.06 -2.00  -1.789
C13 0.18 2.65 -2.49  -1.040
C14 -1.01 1.97 -2.71  -0.641
N4 -1.35 1.46 0.79  -0.386
C15 -1.07 0.35 1.68  0.653
C16 -1.08 -0.66 0.94  -0.148
C17 -0.66 -2.01 1.55  0.083
O1 -0.73 -3.20 0.89  -0.665
N5 -0.56 -1.98 3.03  -0.002
C18 -0.85 -0.82 3.81  0.520
O2 -0.63 -0.94 5.01  -0.636
N6 -1.41 0.27 3.12  0.013
C19 -1.40 1.61 3.80  -1.151
N7 2.26 -2.99 0.93  -0.426
H1 3.14 -3.91 3.11  0.417
H2 1.96 -5.19 3.11  0.268
H3 3.83 -5.40 2.36  0.349
H4 1.60 -6.47 0.61  0.264
H5 0.78 -5.62 -1.58  0.312
H6 0.84 -1.96 -2.58  0.492
H7 0.84 -0.13 -2.68  0.260
H8 -0.83 -2.30 -1.02  0.529
H9 -1.53 -1.03 -2.32  0.317
H10 -2.61 3.18 0.07  0.430
H11 -2.98 3.57 -1.64  0.376
H12 -1.14 5.18 -0.71  0.361
H13 -0.16 3.82 -0.29  0.378
H14 -0.89 4.70 -3.10  0.297
H15 0.70 5.95 -1.94  0.682
H16 1.80 5.10 -3.05  0.247
H17 1.78 4.55 -1.41  0.361
H18 0.93 2.20 -2.08  0.699
H19 0.50 2.57 -3.60  0.292
H20 -0.75 0.82 -2.82  -0.007
H21 -1.82 2.22 -3.34  0.528
H22 -0.45 -2.77 3.32  0.093
H23 -1.18 1.25 4.70  0.608
H24 -2.47 1.96 3.74  0.295
H25 -0.50 2.26 3.55  0.261

The charge is 0. Its SMILES is Cc1ccnc(SCCn2c(N3CCC(C)CC3)nc3c2c(=O)[nH]c(=O)n3C)n1. The orbital gap is 8.3 eV.



[6]
# C28H47N9PRbSi2

C28H47N9PRbSi2 as an isolated structure (the ωB97M-V functional and the def2-TZVPD basis, the Open Molecules 2025 dataset).

Each line ends with the Mulliken charge.
Positions of all 88 atoms, in Å:
Rb1 4.38 -11.21 15.74  0.701
C1 7.76 -14.51 18.74  -0.630
N1 8.42 -14.02 17.50  0.344
C2 9.60 -13.30 17.53  -0.252
C3 9.95 -13.16 16.23  -0.882
N2 9.02 -13.78 15.39  -0.438
C4 8.09 -14.25 16.20  0.286
P1 6.90 -15.39 15.52  -0.636
C5 5.61 -15.10 16.71  -0.523
N3 4.95 -14.00 17.05  0.465
C6 3.97 -14.38 17.94  -0.797
C7 4.07 -15.74 18.19  -0.372
N4 5.06 -16.17 17.36  0.350
C8 5.56 -17.55 17.25  -0.997
C9 6.28 -14.49 14.08  -0.078
N5 5.88 -13.24 14.05  0.516
C10 5.53 -13.01 12.74  -0.527
C11 5.67 -14.15 12.03  -1.007
N6 6.16 -15.13 12.88  0.286
C12 6.78 -16.33 12.33  -0.970
H1 7.92 -13.85 19.58  0.362
H2 6.70 -14.57 18.59  0.281
H3 8.13 -15.48 19.10  0.262
H4 10.13 -12.94 18.44  0.435
H5 10.84 -12.77 15.82  0.587
H6 3.17 -13.75 18.30  0.429
H7 3.58 -16.40 18.90  0.464
H8 5.31 -18.03 18.19  0.353
H9 4.96 -18.10 16.52  0.339
H10 6.57 -17.55 16.89  0.391
H11 5.07 -12.08 12.54  0.571
H12 5.40 -14.28 10.99  0.408
H13 6.62 -16.39 11.27  0.393
H14 7.90 -16.35 12.45  0.301
H15 6.31 -17.19 12.77  0.348
C13 -0.06 -12.47 17.26  -1.332
Si1 1.10 -12.86 15.81  0.344
C14 0.92 -14.81 15.81  -1.259
C15 -0.20 -12.49 14.23  0.166
C16 -1.02 -13.50 13.75  -0.028
C17 -1.80 -13.31 12.58  -0.632
C18 -1.62 -12.14 11.87  -0.592
C19 -0.82 -11.09 12.36  -0.357
C20 -0.03 -11.28 13.53  0.270
Si2 1.02 -9.87 14.17  0.434
C21 0.23 -8.29 13.53  -1.211
C22 2.67 -9.89 13.40  -0.342
H16 -1.03 -12.95 17.18  0.363
H17 -0.17 -11.39 17.39  0.274
H18 0.42 -12.80 18.18  0.313
H19 -0.10 -15.20 16.02  0.392
H20 1.65 -15.23 16.49  0.073
H21 1.23 -15.21 14.84  0.366
H22 -0.98 -14.51 14.21  0.154
H23 -2.34 -14.17 12.11  0.294
H24 -2.02 -12.15 10.83  0.267
H25 -0.73 -10.17 11.80  0.346
H26 -0.75 -8.44 13.10  0.445
H27 1.02 -7.79 12.89  0.230
H28 -0.09 -7.69 14.44  0.298
H29 2.99 -10.88 13.65  -0.629
H30 3.32 -9.08 13.75  0.365
H31 2.60 -10.03 12.31  0.399
N7 9.50 -8.79 16.25  -0.794
C23 9.76 -8.66 14.78  0.364
C24 9.13 -7.39 14.29  -1.377
C25 7.63 -7.45 14.01  0.133
N8 6.78 -7.47 15.22  -0.553
C26 7.24 -8.71 13.20  -1.270
C27 7.76 -10.00 13.85  0.062
N9 7.04 -10.37 15.10  -0.007
C28 9.30 -9.91 14.00  -0.792
H32 9.53 -9.75 16.56  0.315
H33 8.59 -8.40 16.40  0.297
H34 7.08 -9.57 15.72  0.195
H35 10.86 -8.59 14.69  0.369
H36 9.55 -7.13 13.26  0.382
H37 9.37 -6.59 15.01  0.390
H38 7.38 -6.61 13.34  0.332
H39 5.81 -7.43 15.00  0.187
H40 6.92 -6.58 15.79  0.258
H41 7.68 -8.70 12.17  0.458
H42 6.18 -8.73 13.12  0.301
H43 7.53 -10.77 13.16  0.204
H44 7.33 -11.23 15.52  0.191
H45 0.87 -9.87 15.45  -0.293
H46 9.77 -9.99 12.98  0.411
H47 9.67 -10.74 14.61  0.063

The charge is 0. The orbital gap is 5.3 eV. The energy above the lowest of the compared OMol25 structures with the same formula, charge and spin comes out at 18.38 kcal per mole.



[7]
# O12S3Sn

O12S3Sn as an isolated structure (the ωB97M-V functional and the def2-TZVPD basis, the Open Molecules 2025 dataset).

Each line ends with the Mulliken charge.
Positions of all 16 atoms, in Å:
Sn1 0.16 -0.81 -0.69  1.422
S1 -1.08 -1.28 2.88  1.068
O1 0.09 -0.78 2.25  -0.519
O2 -0.92 -2.37 3.84  -0.787
O3 -1.80 -0.15 3.63  -0.866
O4 -2.04 -1.73 1.99  -0.742
S2 3.51 1.23 0.32  1.023
O5 2.18 0.54 0.51  -0.478
O6 4.13 0.94 -0.98  -0.802
O7 3.20 2.62 0.43  -0.752
O8 4.52 0.91 1.33  -0.772
S3 -2.43 0.15 -3.12  1.205
O9 -0.99 0.10 -3.32  -0.800
O10 -3.17 -0.43 -4.20  -0.743
O11 -2.52 -0.56 -1.89  -0.677
O12 -2.83 1.62 -2.97  -0.779

The charge is -4. The orbital gap is 4.5 eV. The energy above the lowest of the compared OMol25 structures with the same formula, charge and spin comes out at 27.19 kcal per mole.



[8]
# C5H7N

One molecule with the formula C5H7N (the ωB97M-V functional and the def2-TZVPD basis, the Open Molecules 2025 dataset).

Each line ends with the Mulliken charge.
Positions of all 13 atoms, in Å:
N1 1.02 -0.80 1.40  0.059
C1 1.68 -0.47 0.44  -0.402
C2 1.07 0.30 -0.70  -0.310
C3 -0.32 0.86 -0.55  -0.068
C4 -0.11 -1.10 1.94  -0.462
C5 -1.33 0.63 -1.40  -0.762
H1 1.11 -0.39 -1.55  0.282
H2 1.79 1.09 -0.91  0.330
H3 -0.50 1.51 0.30  0.326
H4 -0.37 -0.63 2.87  0.262
H5 -0.54 -2.06 1.69  0.248
H6 -1.21 -0.01 -2.27  0.239
H7 -2.31 1.07 -1.25  0.255

The charge is 0. The orbital gap (alpha / beta) is 8.6 / 8.6 eV. The energy above the lowest of the compared OMol25 structures with the same formula, charge and spin comes out at 85.51 kcal per mole.